9
Properties=species:S:1:pos:R:3:forces:R:3:nbo_charge:R:1 method="wB97M-V/def2-TZVPD" fmax_ha_per_bohr=0.1452 multiplicity=3 s2=2.01 total_charge=0 lumo_ev="-0.13 / -3.98"
C 1.6468 0.4111 0.0372 3.9 3.9 5.0 0.006
N -1.3263 -0.9841 0.0784 -0.8 0.6 -0.9 -1.177
O -1.5901 1.4867 0.1855 -0.3 2.0 1.0 -0.906
O 0.9932 0.1041 -0.8811 -3.7 -2.5 -5.8 -0.456
P -1.4822 0.4634 -0.8616 1.6 -3.1 1.0 1.411
H 1.6909 1.5326 0.2175 0.1 -0.7 0.5 0.149
H 2.5120 -0.1407 0.4881 -0.9 -0.3 -0.3 0.167
H -1.3549 -1.0211 1.0855 -0.1 0.5 -0.1 0.411
H -1.0895 -1.8520 -0.3494 0.1 -0.3 -0.4 0.395

---

9
Properties=species:S:1:pos:R:3:forces:R:3:nbo_charge:R:1 method="wB97M-V/def2-TZVPD" fmax_ha_per_bohr=0.0346 total_charge=-1 lumo_ev="3.87 / 3.79"
C -0.8119 1.6346 0.1095 0.7 -1.1 -0.2 -0.973
N 1.7251 -1.1099 0.0521 -1.4 1.1 -0.1 -1.088
O -1.2696 -0.5656 -1.2394 0.8 0.2 0.2 -0.969
O -1.1942 -0.7045 1.2229 0.7 0.2 -0.3 -0.969
S -0.6907 -0.0623 0.0082 -0.6 0.0 0.4 1.999
H -0.2570 2.0097 0.9617 -0.1 0.0 0.2 0.194
H -0.4921 2.0927 -0.8200 0.0 0.0 -0.2 0.190
H 1.5957 -1.4078 -0.9160 0.0 -0.2 0.0 0.307
H 1.3947 -1.8869 0.6209 -0.2 -0.1 -0.1 0.310

---

9
Properties=species:S:1:pos:R:3:forces:R:3:nbo_charge:R:1 method="wB97M-V/def2-TZVPD" fmax_ha_per_bohr=0.0501 total_charge=-1 lumo_ev="3.22 / 3.81"
C 0.1324 -1.5538 0.7505 0.1 1.5 -0.4 -0.921
N -1.5726 1.3440 -0.8728 0.3 0.0 -0.1 -0.820
O 2.1240 -0.5723 -0.6235 1.0 -0.2 -0.7 -1.004
O 1.3128 0.8492 1.2420 -0.2 -0.2 -0.4 -1.000
S 0.9952 -0.1225 0.1690 -1.9 -0.3 1.7 1.740
H -0.9571 -1.2934 0.9954 1.7 -0.8 -0.6 0.202
H 0.4987 -2.3398 0.0572 -1.1 0.2 0.5 0.195
H -0.9758 1.6927 -1.6591 -0.4 0.1 1.2 0.302
H -1.5577 1.9958 -0.0587 0.6 -0.3 -1.0 0.305

---

10
Properties=species:S:1:pos:R:3:forces:R:3:nbo_charge:R:1 method="wB97M-V/def2-TZVPD" fmax_ha_per_bohr=0.0483 total_charge=-1 lumo_ev=3.40
N 1.1297 -0.7754 0.2370 0.7 -0.2 1.2 -1.337
Si 0.1315 0.4278 -0.6393 0.6 -1.1 1.3 0.866
S 1.4573 2.1491 0.0169 -1.1 -0.2 0.2 -0.557
C -1.9273 -0.5028 -0.1161 2.1 -0.2 -0.9 0.770
O -1.6385 -1.6640 0.0737 0.2 -0.4 0.3 -0.710
O -2.8631 0.2022 -0.2621 -2.1 1.4 0.1 -0.676
H 0.6711 -1.6619 0.4561 -0.1 0.5 -0.1 0.388
H 1.6437 -0.4577 1.0968 -0.7 -0.3 -1.5 0.371
H 0.6311 0.3568 -2.0226 -0.1 0.0 -0.7 -0.246
H 0.7643 1.9259 1.1597 0.4 0.5 0.0 0.130

---

10
Properties=species:S:1:pos:R:3:forces:R:3:nbo_charge:R:1 method="wB97M-V/def2-TZVPD" fmax_ha_per_bohr=0.0636 total_charge=-1 lumo_ev=3.28
N -0.4352 1.2823 -0.8500 -1.2 -1.0 1.5 -1.298
Si 0.4886 0.2982 0.4420 -1.9 0.0 -2.7 1.154
S 2.2814 -0.1824 -0.7253 -0.8 -0.6 -0.3 -0.532
C -0.7312 -1.1302 1.0876 2.0 0.2 0.0 0.509
O -1.3715 -0.7260 2.0622 -0.8 0.2 0.3 -0.754
O -0.6139 -2.2274 0.5324 -0.5 -0.3 -0.3 -0.754
H -1.4763 1.2259 -0.5025 2.4 0.0 -1.6 0.376
H -0.2577 0.9548 -1.8192 -0.8 0.2 1.1 0.371
H 0.7269 1.3722 1.3123 0.8 1.0 1.5 -0.232
H 1.3888 -0.8674 -1.5395 0.9 0.3 0.6 0.160

---

9
Properties=species:S:1:pos:R:3:forces:R:3:nbo_charge:R:1 method="wB97M-V/def2-TZVPD" fmax_ha_per_bohr=0.0402 multiplicity=2 s2=0.76 total_charge=0 lumo_ev="0.47 / -3.59"
N 0.8034 1.1429 0.0233 1.2 0.7 -0.4 -0.834
C -0.5203 0.9916 -0.2057 1.1 -0.2 -0.3 0.814
O -1.0433 -0.1049 -0.3133 -1.1 0.2 0.0 -0.548
O -1.2133 2.0628 -0.3374 -0.9 0.0 0.0 -0.236
H 1.1967 2.0426 -0.2463 -0.3 0.0 0.4 0.396
H 1.3536 0.4246 -0.4170 0.0 -0.5 0.2 0.406
H 0.0211 -1.5632 0.8655 -0.1 1.9 0.6 0.466
H -0.6336 -2.5290 -0.0278 0.0 -0.1 0.0 0.471
O 0.0357 -2.4673 0.6588 0.2 -2.0 -0.4 -0.935

---

10
Properties=species:S:1:pos:R:3:forces:R:3:nbo_charge:R:1 method="wB97M-V/def2-TZVPD" fmax_ha_per_bohr=0.0924 total_charge=0 lumo_ev=0.10
C 0.8478 0.4864 0.3926 0.9 -0.6 -0.5 0.567
N 1.4661 1.2946 -0.5839 -2.1 -1.2 1.7 -0.807
O -3.1391 0.7103 -0.3613 0.8 0.8 0.2 -1.112
O -2.5733 -1.3167 0.8146 1.6 -1.0 0.5 -1.023
O -0.3995 0.4311 0.6298 4.5 1.4 0.7 -0.680
P -2.0004 -0.2394 -0.2436 -2.6 -1.3 -2.5 1.552
H 1.6152 -0.2599 0.9155 -1.7 1.6 -0.9 0.158
H 0.7928 1.8452 -1.1259 0.8 -0.1 0.2 0.420
H -3.4230 -1.0855 1.1645 -0.9 0.5 0.3 0.499
H 2.4822 1.3557 -0.7451 -1.2 -0.3 0.3 0.426

---

10
Properties=species:S:1:pos:R:3:forces:R:3:nbo_charge:R:1 method="wB97M-V/def2-TZVPD" fmax_ha_per_bohr=0.0520 total_charge=-1 lumo_ev=4.03
C -1.0896 0.6409 0.1198 -0.7 -1.6 0.5 0.230
N 1.9806 -0.0383 -0.9972 -1.1 -0.5 2.4 -1.206
O 0.9852 -1.2273 0.9443 0.1 0.2 0.0 -1.037
O -0.7950 -0.3488 -0.7811 0.3 -0.9 -0.3 -0.788
O -1.3067 0.1352 1.4353 -0.8 0.0 1.1 -0.807
S 0.9171 -1.1219 -0.5302 0.7 1.1 -1.3 1.515
H -2.0197 1.1862 -0.1576 0.4 -0.4 0.1 0.121
H -0.2793 1.2903 0.1131 1.6 1.8 0.3 0.124
H 2.2140 -0.0630 -1.9580 -0.2 -0.5 -1.2 0.337
H -0.6068 -0.4534 1.8115 -0.2 0.9 -1.5 0.509

---

14
Properties=species:S:1:pos:R:3:forces:R:3:nbo_charge:R:1 method="wB97M-V/def2-TZVPD" fmax_ha_per_bohr=0.0708 total_charge=-2 lumo_ev=6.49
N 0.6713 -1.5718 0.3644 1.4 2.0 -0.2 -0.880
C 0.0449 -0.3678 -0.2169 0.9 1.4 -1.4 -0.704
P 0.8972 1.2606 0.2875 0.0 0.9 -2.4 2.327
O 1.5383 1.2091 1.6058 -0.1 -0.6 1.6 -1.179
O 0.1176 2.4359 -0.2612 0.0 -0.8 0.7 -1.192
O 2.2152 1.2840 -0.7744 0.8 -2.4 2.2 -1.034
S -1.7207 -0.4668 0.0199 -2.7 -2.4 0.3 2.379
O -2.3803 0.1691 -1.0922 0.1 1.2 -1.0 -1.042
O -2.2496 -0.0415 1.3071 0.9 0.6 0.5 -1.031
O -1.8993 -1.9503 -0.1189 0.4 0.3 0.2 -1.102
H -0.1263 -2.1553 0.4053 -0.8 -1.4 0.6 0.393
H 1.0746 -1.3245 1.2933 -0.7 -0.2 -1.0 0.369
H -0.0351 -0.3090 -1.4122 0.8 -0.5 2.4 0.230
H 1.8522 1.8282 -1.4076 -1.0 2.0 -2.5 0.467

---

8
Properties=species:S:1:pos:R:3:forces:R:3:nbo_charge:R:1 method="wB97M-V/def2-TZVPD" fmax_ha_per_bohr=0.0607 total_charge=0 lumo_ev=0.81
C 0.7029 1.8351 1.0807 -0.1 1.9 -1.3 -0.117
N 0.1699 2.1721 2.0771 2.0 -1.0 -2.2 0.203
O -0.2083 2.3277 3.1799 -0.9 0.3 1.3 -0.370
H 1.0434 2.1143 0.0172 -0.8 -0.7 2.5 0.275
P 0.3138 -1.2283 0.3869 0.1 1.0 -1.5 0.034
H 1.4642 -0.5757 0.8649 0.3 -0.3 0.2 -0.010
H 0.9163 -1.4476 -0.9354 -0.3 0.0 0.9 -0.005
H -0.1032 0.1085 -0.0446 -0.3 -1.3 0.2 -0.009

---

8
Properties=species:S:1:pos:R:3:forces:R:3:nbo_charge:R:1 method="wB97M-V/def2-TZVPD" fmax_ha_per_bohr=0.0961 total_charge=0 lumo_ev="-0.52 / -0.44"
C -1.4293 -1.3269 0.7529 -2.8 4.0 0.3 -0.178
P -2.0891 0.1723 0.4316 0.8 -1.3 -0.3 0.652
O -2.5430 -1.1758 1.5764 0.9 -1.1 -0.2 -0.686
H -0.5770 -1.9063 0.8225 1.1 -1.7 0.2 0.212
N 2.0050 1.1102 -0.8824 -1.3 -1.5 -0.1 -1.054
H 1.4382 1.0387 -0.0309 0.7 -0.8 0.4 0.347
H 1.7651 0.2197 -1.4464 0.3 2.1 1.1 0.356
H 1.4300 1.8681 -1.2238 0.2 0.3 -1.3 0.351

---

8
Properties=species:S:1:pos:R:3:forces:R:3:nbo_charge:R:1 method="wB97M-V/def2-TZVPD" fmax_ha_per_bohr=0.0639 total_charge=0 lumo_ev="-0.77 / -0.77"
C 0.1968 -0.5570 0.2945 1.7 0.3 2.8 0.236
N 0.8177 -0.3546 1.2825 0.6 0.7 -0.9 -0.606
O -1.4672 -1.3175 -1.7801 0.2 -0.3 -0.1 -1.074
P -0.1447 -0.6959 -1.4942 -0.1 0.5 -0.6 1.070
H -1.0763 1.8114 0.4691 0.3 2.2 0.4 -0.015
H 1.6185 0.0879 1.8036 -1.8 -0.8 -0.8 0.474
H -0.9626 2.6046 0.6307 -0.3 -2.1 -0.4 0.013
H 1.0179 -1.5788 -1.2061 -0.6 -0.4 -0.4 -0.098

---

8
Properties=species:S:1:pos:R:3:forces:R:3:nbo_charge:R:1 method="wB97M-V/def2-TZVPD" fmax_ha_per_bohr=0.0256 total_charge=0 lumo_ev=-0.17
C 2.6932 -1.7078 0.2053 0.6 1.1 -0.3 -0.121
P 3.4975 -0.8671 -0.9879 -0.1 0.0 0.4 0.517
O 2.4956 -2.5118 -0.7987 -0.4 -0.5 0.4 -0.608
H 2.3838 -1.7172 1.2565 -0.1 -0.5 -0.5 0.212
N -1.0121 -0.0175 -0.0235 0.0 0.9 1.0 -1.074
H -0.6474 -0.9421 0.1023 0.1 -0.4 -0.5 0.358
H -0.4474 0.5864 0.5769 -0.3 -0.1 -0.3 0.353
H -0.9308 0.3346 -0.9633 0.2 -0.4 -0.2 0.364

---

9
Properties=species:S:1:pos:R:3:forces:R:3:nbo_charge:R:1 method="wB97M-V/def2-TZVPD" fmax_ha_per_bohr=0.0774 total_charge=0 lumo_ev="-1.01 / -0.83"
C 0.5419 0.2904 -0.7991 0.0 -1.4 -1.4 -0.670
N -1.6825 -1.1687 0.2751 -1.6 2.6 -2.6 -0.260
O -0.8373 -1.4995 -0.6110 1.1 0.1 -0.3 -0.355
P -0.4897 1.4841 -0.1202 0.2 0.9 1.0 0.419
S -2.4001 0.4314 -0.0784 0.6 -1.6 0.7 0.096
H 1.1567 -0.4152 -0.2559 0.3 0.6 0.2 0.235
H 0.8407 0.4495 -1.8665 -0.7 -0.6 0.9 0.227
H -1.4229 -1.2592 1.2146 0.7 -0.2 1.9 0.343
H -0.0274 1.4427 1.2504 -0.6 -0.3 -0.4 -0.035

---

9
Properties=species:S:1:pos:R:3:forces:R:3:nbo_charge:R:1 method="wB97M-V/def2-TZVPD" fmax_ha_per_bohr=0.0919 total_charge=0 lumo_ev="-0.48 / -0.48"
C -0.8507 -0.7218 -0.5412 2.3 -0.2 -2.3 0.015
N 0.3416 -0.4835 -0.9815 -0.4 0.6 3.4 -0.532
O -0.7630 1.5808 0.9472 -4.3 -0.2 -1.4 -1.119
P 0.6073 1.5249 1.3770 4.5 0.1 1.3 1.004
S 1.6837 0.1250 -0.1496 0.6 0.0 -0.8 -0.006
H -0.9644 -0.7343 0.4648 -0.8 0.1 2.8 0.223
H -1.4895 -1.1262 -1.2728 -1.2 -0.1 -0.5 0.197
H 0.5426 -0.4564 -1.9080 0.1 -0.3 -3.5 0.406
H 0.8924 0.2915 2.0641 -0.7 0.0 1.0 -0.187

---

10
Properties=species:S:1:pos:R:3:forces:R:3:nbo_charge:R:1 method="wB97M-V/def2-TZVPD" fmax_ha_per_bohr=0.0770 total_charge=0 lumo_ev="-0.67 / -0.68"
C -1.7244 0.7563 -0.1835 2.2 0.7 -3.3 0.348
N 0.4477 0.4866 1.4871 0.9 0.0 0.1 -1.212
O -2.1465 1.4298 -1.0697 0.6 -1.3 1.7 -0.452
P 0.6629 0.0360 -0.0891 -1.5 1.4 -0.1 1.000
S 2.0773 1.0951 -0.9573 -1.0 -0.6 0.3 -0.536
S 1.0807 -2.0516 -0.2077 -0.7 0.5 0.6 -0.263
H -2.1538 0.5914 0.7880 -0.5 -0.2 0.9 0.129
H 1.1621 1.0205 1.9672 -0.2 -0.3 0.0 0.425
H -0.4287 0.3368 1.9353 -0.2 0.0 0.5 0.395
H 1.6834 -1.7247 -1.3269 0.5 -0.2 -0.8 0.166

---

8
Properties=species:S:1:pos:R:3:forces:R:3:nbo_charge:R:1 method="wB97M-V/def2-TZVPD" fmax_ha_per_bohr=0.1172 total_charge=-1 lumo_ev=4.24
C -0.6814 -0.4453 -0.0638 1.3 -0.4 -2.1 -0.491
N 0.6813 -0.0879 0.4354 -0.7 0.6 0.7 -0.366
O 0.8954 1.5751 -0.1956 -4.1 0.0 4.3 -0.735
S 1.7595 -1.3226 -0.0839 0.1 1.1 -0.2 -0.381
H -0.5022 -0.4382 -1.2242 -1.1 -0.2 1.8 0.183
H -0.7108 -1.5540 0.2538 -0.9 1.9 -0.4 0.228
H -1.5362 0.2779 0.2012 1.3 -1.2 0.0 0.171
H 0.0944 1.9952 0.6771 3.9 -1.8 -4.2 0.391

---

9
Properties=species:S:1:pos:R:3:forces:R:3:nbo_charge:R:1 method="wB97M-V/def2-TZVPD" fmax_ha_per_bohr=0.0701 total_charge=+1 lumo_ev=-4.96
C 0.1605 -1.1728 0.9504 -0.7 1.8 3.1 0.203
N -0.5117 0.4810 0.1578 1.7 -0.1 1.4 -0.826
O 0.4994 -1.9768 0.0071 0.7 -1.0 -1.2 -0.663
S -0.9992 -1.4457 2.3216 0.1 -0.1 -0.9 0.198
S 1.0251 -0.9048 2.4840 0.0 0.3 -0.8 0.225
H 0.2265 1.1910 -0.1320 -1.2 -1.0 0.9 0.442
H -1.3525 0.8776 0.6672 1.5 -0.6 -0.6 0.451
H -0.7776 0.0210 -0.6658 -1.0 -0.5 -1.7 0.412
H 1.3215 -2.5351 0.1693 -1.1 1.2 -0.1 0.558

---

10
Properties=species:S:1:pos:R:3:forces:R:3:nbo_charge:R:1 method="wB97M-V/def2-TZVPD" fmax_ha_per_bohr=0.0484 total_charge=0 lumo_ev="-1.56 / -1.28"
C -0.0129 -1.1994 0.5991 1.2 1.0 0.9 -0.988
N -1.6367 0.7362 0.6068 -1.2 1.5 0.4 -1.288
P -2.9241 1.5773 0.9409 0.4 0.0 -0.8 0.912
P -3.2158 3.3959 -2.5629 1.1 0.3 -1.4 0.170
P -0.1535 0.5343 0.0752 -0.2 -0.5 -0.1 0.964
S -3.5764 3.1044 -0.6220 0.1 -0.4 1.3 -0.436
H 0.7189 -1.2515 1.3824 0.9 0.2 0.5 0.238
H 0.3544 -1.8173 -0.1391 0.8 -1.3 -1.9 0.233
H -0.8201 -1.6694 1.0586 -2.0 -0.3 0.4 0.245
H -1.7583 3.6885 -2.8145 -1.1 -0.5 0.8 -0.049

---

7
Properties=species:S:1:pos:R:3:forces:R:3:nbo_charge:R:1 method="wB97M-V/def2-TZVPD" fmax_ha_per_bohr=0.0612 total_charge=-1 lumo_ev=4.65
S -2.2824 0.1812 -0.5673 -0.4 -0.2 0.1 -1.053
H -3.1381 -0.7710 -0.1271 0.2 0.2 -0.1 0.091
C 0.9807 -0.2506 0.0300 -3.0 -0.7 -0.6 0.015
N 1.8976 0.5361 0.3295 1.1 0.8 2.8 -0.740
H 0.1259 -0.0564 -0.6882 0.7 0.0 1.0 0.197
H 0.7687 -1.1683 0.6608 1.1 0.0 -1.2 0.137
H 1.6477 1.5290 0.3624 0.4 -0.2 -1.9 0.353